ORCA calculation (wB97M-V/def2-TZVPD) on C2H2INO2 in the gas phase.

Structure (XYZ):
```
8
Properties=species:S:1:pos:R:3:forces:R:3:lowdin_charge:R:1
O 1.70822 -0.42551 -1.63861 -0.1 -2.6 0.7 0.0770
N 0.90167 0.42200 -1.34681 2.1 0.1 -1.0 -0.4575
O 1.12117 1.53304 -1.74552 -1.7 2.4 0.1 0.0816
C -0.21351 0.16164 -0.49855 -2.2 -2.4 5.2 -0.1074
C -0.07702 -0.58223 0.74084 -1.6 3.2 -5.0 -0.5910
I -1.61624 -0.65897 2.10114 -0.1 0.0 -0.1 0.8632
H -1.24908 0.59147 -0.73375 2.1 -0.3 0.1 0.1307
H 0.75115 -1.13100 1.06750 1.4 -0.4 0.0 0.0034
```
Forces are in eV/Å.

Summary:
**Energy above the lowest of the compared OMol25 structures with the same formula, charge and spin**: 108.7 kcal/mol
**E_LUMO**: -0.88 eV
**SMILES**: O=[N+]([O-])/C=C/I
**HOMO**: -9.79 eV
**Gap between HOMO and LUMO**: 8.91 eV